A 12-piece molecular cluster, C36H96O36S12 overall at a distorted geometry. Source: OMol25; level of theory: ωB97M-V with the def2-TZVPD basis set.

Structure (XYZ):
```
180
Properties=species:S:1:pos:R:3:forces:R:3:mulliken_charge:R:1
C -7.580 -42.236 -17.595 -1.299 0.733 0.202 -1.2525
C -7.773 -42.356 -19.090 1.022 -0.893 0.044 -0.1815
O -7.895 -41.065 -19.689 -0.810 1.059 -0.624 -0.2081
S -8.832 -40.888 -21.002 0.765 -0.827 -0.128 1.2964
C -7.931 -41.974 -22.131 0.217 1.438 0.566 -1.3427
O -10.125 -41.466 -20.734 0.481 0.291 0.044 -0.5548
O -8.696 -39.530 -21.444 -0.085 -0.781 0.636 -0.5988
H -8.551 -41.971 -17.169 0.083 -0.172 0.302 0.2285
H -6.932 -41.406 -17.313 0.346 -0.193 -0.242 0.2314
H -7.245 -43.168 -17.147 0.090 -0.017 -0.110 0.4410
H -6.860 -42.820 -19.482 -0.184 0.029 -0.374 0.3017
H -8.629 -42.981 -19.350 -0.045 0.071 0.121 0.3957
H -8.130 -43.012 -21.894 -0.148 -0.016 -0.298 0.3348
H -6.894 -41.705 -21.926 0.077 -0.275 -0.021 0.4452
H -8.131 -41.603 -23.133 -0.386 -0.497 -0.099 0.4857
C -13.468 -38.532 -26.492 0.363 -0.281 -0.494 -1.2000
C -12.676 -37.285 -26.891 -0.701 -0.557 -0.700 -0.2684
O -11.795 -36.856 -25.856 0.406 0.661 1.082 -0.0128
S -10.971 -35.493 -26.077 -0.574 1.597 -1.065 1.0386
C -12.284 -34.151 -26.132 0.331 -1.624 -0.022 0.0939
O -10.194 -35.268 -24.876 -0.648 -0.631 -0.676 -0.4641
O -10.343 -35.547 -27.375 -0.202 -0.238 0.971 -0.6833
H -12.819 -39.389 -26.313 0.100 0.170 0.330 0.2508
H -14.051 -38.843 -27.363 -0.031 0.242 -0.098 0.4667
H -14.191 -38.434 -25.684 0.260 0.329 0.212 0.2399
H -12.070 -37.503 -27.770 -0.066 0.016 -0.025 0.3129
H -13.384 -36.494 -27.152 0.140 0.172 0.078 0.3516
H -12.410 -33.650 -27.085 0.705 -0.147 -0.123 0.6228
H -11.992 -33.459 -25.355 -0.140 0.012 -0.005 -0.8011
H -13.236 -34.652 -25.957 0.025 0.136 0.517 0.1079
C -8.686 -33.850 -21.383 0.691 0.100 0.476 -0.7089
C -8.091 -35.019 -20.629 -1.095 -0.553 -0.697 0.1580
O -7.262 -34.510 -19.585 0.537 -0.832 1.357 -0.4300
S -7.469 -35.167 -18.107 -0.407 1.922 -0.268 1.0952
C -8.934 -34.215 -17.630 0.185 0.163 -0.111 -0.3859
O -7.794 -36.561 -18.245 0.315 0.504 0.288 -0.4425
O -6.391 -34.676 -17.281 -0.664 -0.908 -0.880 -0.6636
H -9.241 -33.207 -20.698 -0.453 -0.255 -0.105 0.1826
H -9.290 -34.260 -22.191 -0.087 0.411 -0.120 -0.0069
H -7.877 -33.205 -21.732 -0.056 -0.196 -0.480 0.5832
H -8.893 -35.662 -20.252 -0.003 0.277 0.394 -0.2746
H -7.564 -35.706 -21.296 0.575 0.359 0.138 0.3941
H -9.324 -34.587 -16.685 -0.123 -0.268 -0.193 0.3364
H -9.662 -34.190 -18.441 -0.152 -0.665 0.115 -0.2014
H -8.682 -33.166 -17.481 0.604 -0.166 0.025 0.4377
C -15.021 -29.600 -24.520 -0.503 0.039 0.489 -0.6825
C -14.619 -28.761 -25.719 -0.263 -0.927 0.743 0.4143
O -14.796 -27.399 -25.318 0.675 1.742 -0.683 -0.2880
S -14.249 -26.247 -26.360 -1.000 -1.149 0.040 1.1069
C -15.698 -26.161 -27.461 1.836 0.400 0.227 -0.9728
O -14.173 -25.010 -25.654 -0.016 -0.391 0.170 -0.6186
O -13.093 -26.762 -27.054 -0.721 0.247 0.287 -0.5734
H -16.093 -29.526 -24.316 -0.022 0.211 -0.142 0.4303
H -14.532 -29.244 -23.613 0.171 -0.129 -0.089 0.3093
H -14.844 -30.668 -24.656 0.355 0.094 -0.217 -0.2369
H -13.568 -28.933 -25.941 -0.168 -0.028 -0.401 -0.3067
H -15.313 -29.006 -26.527 0.425 0.097 -0.345 0.2145
H -15.674 -27.053 -28.081 -0.445 -0.111 0.159 0.3150
H -15.453 -25.299 -28.082 -0.265 0.023 -0.082 0.4233
H -16.561 -25.966 -26.836 -0.125 -0.260 -0.118 0.3089
C -18.781 -29.514 -26.855 0.268 -0.137 0.006 -1.2452
C -18.703 -31.012 -26.569 0.663 0.655 -0.935 -0.2048
O -17.297 -31.312 -26.328 0.251 -0.585 0.282 -0.1711
S -16.967 -32.866 -26.060 0.522 -0.043 1.020 1.0766
C -17.414 -32.966 -24.305 0.021 -0.042 -1.498 0.3445
O -17.781 -33.684 -26.921 0.405 0.462 0.522 -0.7201
O -15.527 -32.987 -26.062 -0.804 0.253 -0.565 -0.4789
H -18.015 -29.251 -27.586 0.009 -0.111 -0.045 0.2702
H -18.604 -28.889 -25.980 -0.127 -0.133 0.127 0.3097
H -19.738 -29.256 -27.306 -0.109 -0.064 0.175 0.4412
H -19.304 -31.326 -25.718 -0.110 -0.085 -0.114 0.2895
H -18.906 -31.549 -27.494 -0.687 -0.158 0.273 0.3261
H -16.985 -33.883 -23.914 -0.107 0.007 -0.028 -0.5724
H -18.499 -32.966 -24.250 0.020 0.103 0.367 0.3247
H -16.912 -32.091 -23.900 -0.260 -0.034 0.360 -0.0223
C -14.212 -33.457 -18.373 0.140 -0.069 -0.549 -1.3927
C -14.900 -32.942 -19.627 0.726 1.172 0.070 0.7440
O -15.012 -31.473 -19.557 -1.109 0.546 -0.521 -0.4963
S -16.242 -30.780 -20.385 0.732 0.225 1.095 1.0332
C -17.418 -30.672 -19.021 0.767 0.416 -0.274 -1.1734
O -15.793 -29.455 -20.751 -0.436 -1.319 0.455 -0.6094
O -16.726 -31.689 -21.384 0.181 0.082 -0.038 -0.3219
H -14.187 -34.544 -18.472 -0.126 -0.023 0.257 0.3532
H -14.664 -33.149 -17.432 -0.331 -0.092 -0.113 0.3641
H -13.169 -33.139 -18.344 -0.024 0.137 -0.110 0.3418
H -14.219 -33.020 -20.474 -0.360 -0.916 -0.084 -0.2693
H -15.888 -33.353 -19.815 0.161 -0.217 -0.007 0.1848
H -16.787 -30.341 -18.198 -0.203 0.222 0.062 0.4247
H -17.855 -31.630 -18.753 -0.014 -0.097 -0.411 0.2786
H -18.155 -29.916 -19.277 -0.101 -0.117 0.014 0.4164
C -10.847 -38.922 -18.652 -0.329 1.844 -0.962 0.1111
C -10.055 -39.462 -17.503 -0.312 -0.648 -0.845 -0.5410
O -10.169 -38.524 -16.425 -0.257 -0.481 1.828 -0.0107
S -9.621 -39.067 -14.970 0.676 -0.331 -1.052 1.2191
C -8.019 -38.315 -15.079 0.398 -0.030 0.869 -0.8718
O -10.350 -38.457 -13.888 0.199 -0.253 -1.178 -0.6220
O -9.475 -40.510 -15.044 -0.306 1.306 0.211 -0.6247
H -10.459 -37.948 -18.978 0.305 0.022 0.279 -0.3361
H -11.885 -38.673 -18.420 -0.053 -0.537 0.277 0.3050
H -10.825 -39.479 -19.585 0.025 -0.638 0.386 -0.2619
H -10.477 -40.429 -17.226 0.203 0.054 0.285 0.4630
H -9.010 -39.586 -17.791 0.034 0.031 0.148 0.2839
H -7.528 -38.504 -14.123 -0.064 -0.001 0.035 0.4715
H -8.115 -37.240 -15.206 -0.175 -0.060 -0.112 0.1711
H -7.389 -38.744 -15.855 -0.381 -0.082 -0.233 0.2393
C -12.065 -30.314 -22.249 -0.547 -0.296 0.281 -0.8829
C -11.087 -30.725 -23.304 1.006 -0.723 -0.119 -0.1537
O -11.641 -30.610 -24.646 -0.077 0.104 -0.015 -0.2277
S -10.654 -30.688 -25.898 0.140 1.142 -1.391 1.3238
C -10.703 -28.985 -26.472 0.049 0.676 0.995 -1.1725
O -9.318 -31.005 -25.480 -0.601 -0.020 0.281 -0.6766
O -11.300 -31.459 -26.919 0.063 -0.079 0.637 -0.6285
H -11.560 -30.199 -21.289 0.245 0.113 -0.125 0.5089
H -12.804 -31.097 -22.064 -0.260 0.199 -0.256 -0.0509
H -12.561 -29.373 -22.485 -0.002 -0.051 -0.005 0.3055
H -10.155 -30.168 -23.198 -0.114 0.227 -0.406 0.5746
H -10.800 -31.778 -23.242 -0.017 0.014 0.458 0.0965
H -11.517 -28.739 -27.147 0.041 -0.564 -0.202 0.3477
H -9.739 -28.667 -26.862 0.021 -0.441 -0.240 0.4837
H -10.881 -28.344 -25.604 0.100 -0.150 0.141 0.3105
C -13.905 -33.458 -23.392 -1.260 -1.061 -0.308 0.0022
C -12.859 -34.240 -22.623 -0.367 2.394 0.747 -0.5680
O -13.432 -35.409 -22.048 0.258 -1.432 0.408 0.8820
S -12.434 -36.228 -21.039 0.712 1.129 -0.667 0.5175
C -11.403 -37.090 -22.286 -1.191 -0.377 0.970 -0.1654
O -11.590 -35.233 -20.404 -0.432 -0.721 0.014 -0.3505
O -13.273 -37.054 -20.205 0.547 0.290 -1.043 -0.5567
H -13.495 -32.735 -24.093 0.119 0.186 0.287 -0.3578
H -14.643 -33.009 -22.721 0.292 0.341 0.099 -0.3271
H -14.541 -34.115 -23.994 0.349 -0.127 -0.216 0.2574
H -11.940 -34.345 -23.202 -0.033 -0.729 0.129 -0.0067
H -12.685 -33.597 -21.754 0.892 -0.041 -0.220 0.2502
H -11.041 -38.014 -21.838 0.291 0.166 0.114 -0.1604
H -10.616 -36.425 -22.625 -0.070 0.073 0.069 0.1905
H -12.075 -37.385 -23.089 0.094 0.145 -0.110 0.1757
C -16.703 -35.563 -21.740 -0.150 -0.215 -1.431 0.5391
C -17.952 -36.405 -22.011 0.992 -0.198 2.145 -0.5417
O -18.932 -35.714 -22.770 -0.723 0.643 -0.496 -0.2638
S -20.064 -34.804 -22.058 -0.681 -0.227 0.670 1.1648
C -21.052 -36.133 -21.316 0.655 0.267 -0.289 -1.0324
O -19.515 -34.044 -20.962 0.097 -0.304 -0.748 -0.5520
O -20.779 -34.131 -23.118 0.919 -0.842 0.790 -0.6125
H -16.922 -34.554 -21.398 -0.096 -0.117 0.213 -0.1258
H -16.227 -35.491 -22.724 0.276 0.308 0.168 -0.3786
H -15.976 -36.083 -21.121 -0.181 0.028 0.277 0.3513
H -17.635 -37.331 -22.490 -0.437 0.246 -0.703 0.1530
H -18.344 -36.763 -21.053 -0.388 0.282 -0.038 0.3274
H -20.463 -36.524 -20.487 0.172 -0.110 -0.199 0.3362
H -21.153 -36.862 -22.117 -0.335 -0.136 0.182 0.3508
H -21.991 -35.819 -20.870 -0.063 0.403 -0.481 0.4070
C -12.230 -36.011 -16.735 0.562 -0.440 0.154 0.2213
C -12.906 -36.578 -15.501 1.257 -0.379 -0.191 -0.4953
O -14.287 -36.810 -15.797 -1.045 0.023 1.334 -0.1295
S -15.328 -36.854 -14.540 -0.336 0.586 -1.385 1.1388
C -15.484 -35.073 -14.267 -0.147 -0.558 0.385 -0.8129
O -16.570 -37.335 -15.090 0.906 0.309 0.288 -0.6271
O -14.748 -37.495 -13.398 0.052 0.396 -0.412 -0.6130
H -11.177 -35.957 -16.446 0.026 0.277 -0.208 0.0841
H -12.587 -35.036 -17.064 -0.030 0.008 0.374 0.0686
H -12.246 -36.666 -17.604 -0.289 -0.136 0.113 -0.3347
H -12.447 -37.513 -15.173 -0.101 -0.205 -0.477 0.2632
H -12.637 -35.947 -14.646 -1.054 0.450 0.030 0.3190
H -15.685 -34.525 -15.183 0.123 -0.371 -0.233 0.1459
H -14.567 -34.726 -13.798 -0.076 0.049 0.077 0.3093
H -16.347 -34.944 -13.616 0.169 -0.025 0.212 0.4150
C -15.038 -38.753 -22.161 -0.689 -0.462 0.277 -0.7388
C -14.244 -40.007 -21.887 0.899 0.001 -0.081 0.2716
O -13.998 -40.681 -23.137 0.885 -0.380 -1.241 -0.4086
S -12.461 -41.063 -23.524 -1.021 0.066 0.655 1.1320
C -12.310 -42.490 -22.478 0.486 0.214 -0.567 -0.9792
O -12.435 -41.466 -24.900 -0.233 0.264 0.632 -0.6779
O -11.623 -39.992 -23.057 0.000 -0.416 -0.312 -0.2746
H -15.361 -38.357 -21.198 0.413 0.455 -0.044 0.2230
H -15.966 -38.887 -22.721 0.166 -0.526 -0.157 0.5477
H -14.410 -38.083 -22.745 -0.059 0.320 0.301 -0.2020
H -13.274 -39.699 -21.486 -0.117 0.048 0.127 -0.1923
H -14.622 -40.770 -21.205 -0.605 0.344 -0.013 0.4831
H -11.319 -42.911 -22.633 -0.001 0.015 0.038 0.3268
H -13.068 -43.189 -22.820 -0.096 0.015 0.228 0.4251
H -12.396 -42.152 -21.449 -0.158 -0.157 0.015 0.2111
```
Forces are in eV/Å.

Computed properties:
- Energy above the lowest of the compared OMol25 structures with the same formula, charge and spin: 312.23 kJ/mol
- Total energy: -8915.95864 hartree
- Net charge: 0
- Gap between HOMO and LUMO: 0.4056 Eh